{
  "formula": "C9H7NO2",
  "method": "ωB97M-V with the def2-TZVPD basis set",
  "symbols": ["C", "C", "N", "C", "C", "C", "C", "C", "C", "C", "O", "O", "H", "H", "H", "H", "H", "H", "H"],
  "xyz": [[-3.341, -1.056, 0.195], [-1.847, -0.625, 0.160], [-0.879, -1.419, -0.209], [0.357, -0.808, -0.137], [1.492, -1.624, -0.103], [2.763, -1.138, 0.054], [2.965, 0.225, 0.117], [1.864, 1.113, 0.098], [0.590, 0.606, -0.086], [-0.593, 1.454, -0.024], [-0.628, 2.629, -0.055], [-1.766, 0.706, -0.072], [-3.829, -0.389, 0.826], [-3.441, -2.080, 0.391], [-3.813, -0.941, -0.720], [1.202, -2.700, -0.286], [3.505, -1.956, 0.261], [4.024, 0.336, 0.467], [2.168, 2.111, -0.106]],
  "forces_ev_per_angstrom": [[3.144, 0.407, 0.491], [-0.680, -1.575, -4.067], [-1.595, 0.820, 2.517], [2.070, 1.184, -0.496], [-2.077, -1.739, -1.030], [-0.462, -1.973, 0.439], [0.979, -0.740, 1.645], [2.236, -1.317, -1.357], [-0.694, -1.292, 0.846], [0.651, -1.414, -0.997], [-0.498, 1.398, 0.198], [-0.623, 1.068, 1.627], [-1.040, 0.737, 1.586], [-0.020, -1.322, 0.967], [-0.416, 0.613, -2.281], [0.900, 1.061, 0.595], [-0.177, 1.438, -0.516], [-1.065, 1.523, -0.830], [-0.632, 1.125, 0.661]],
  "e_tot_ev": -15030.5687,
  "homo_ev": -8.99,
  "multiplicity": 1,
  "relative_energy_ev": 1.7416,
  "smiles": "Cc1nc2ccccc2c(=O)o1",
  "orbital_gap_ev": 9.06
}



{
  "formula": "C9H7NO2S",
  "method": "ωB97M-V with the def2-TZVPD basis set",
  "symbols": ["C", "C", "C", "C", "C", "C", "C", "C", "C", "N", "O", "O", "S", "H", "H", "H", "H", "H", "H", "H"],
  "xyz": [[2.049, -0.603, 0.400], [3.086, -0.034, -0.259], [-0.431, -0.830, 0.787], [-1.693, -0.458, 0.570], [0.702, -0.249, 0.102], [0.529, 0.692, -0.877], [-1.045, 1.111, -1.280], [2.893, 0.956, -1.294], [-2.109, 0.603, -0.393], [1.547, 1.258, -1.537], [3.756, 1.519, -1.937], [-2.752, 2.166, -2.797], [-1.304, 1.981, -2.655], [2.226, -1.341, 1.170], [4.109, -0.294, -0.040], [-0.204, -1.599, 1.512], [-2.498, -0.910, 1.129], [-2.945, 0.260, -1.020], [-2.525, 1.446, 0.181], [1.369, 1.954, -2.252]],
  "forces_ev_per_angstrom": [[0.139, 0.219, -0.246], [0.073, -0.243, 0.248], [-0.569, -0.039, 0.074], [0.251, -0.190, 0.133], [0.144, 0.620, -0.609], [-4.321, 0.540, -0.473], [4.421, -0.433, -0.089], [-0.099, 0.156, -0.181], [-0.347, 0.054, -0.049], [0.184, 0.165, -0.183], [0.237, 0.053, -0.062], [-0.582, 0.372, -0.453], [0.245, -1.024, 1.562], [0.079, -0.072, 0.068], [0.076, -0.007, 0.003], [-0.074, -0.069, 0.093], [-0.036, -0.101, 0.083], [0.038, 0.077, 0.086], [-0.045, 0.014, -0.122], [0.187, -0.092, 0.117]],
  "e_tot_ev": -25865.4044,
  "homo_ev": -8.14,
  "multiplicity": 1,
  "relative_energy_ev": 0.0000,
  "orbital_gap_ev": 7.21
}



{
  "formula": "C9H7NOS",
  "method": "ωB97M-V with the def2-TZVPD basis set",
  "symbols": ["O", "C", "C", "C", "C", "S", "C", "N", "C", "C", "C", "C", "H", "H", "H", "H", "H", "H", "H"],
  "xyz": [[2.592, -0.435, 0.413], [1.230, -0.737, 0.618], [0.405, -1.055, -0.647], [0.664, -1.907, -1.753], [-0.168, -1.687, -2.816], [-1.277, -0.417, -2.507], [-0.649, -0.188, -0.837], [-0.769, 0.701, 0.213], [-1.569, 1.726, 0.552], [-1.272, 2.097, 1.845], [-0.169, 1.349, 2.287], [0.125, 0.515, 1.236], [2.484, 0.493, 0.187], [0.998, -1.615, 1.231], [1.480, -2.699, -1.757], [-0.177, -2.383, -3.682], [-2.397, 1.991, -0.169], [-1.780, 2.811, 2.382], [0.251, 1.437, 3.203]],
  "forces_ev_per_angstrom": [[-1.595, 0.174, 0.529], [-3.818, 0.343, 0.727], [0.391, 1.320, -0.213], [1.079, -0.967, -0.018], [0.746, -1.127, 0.290], [-0.287, 0.649, 1.443], [1.252, -1.852, -1.992], [0.441, 0.800, 0.407], [-2.715, 0.604, -0.942], [0.199, -0.598, -1.686], [-0.961, -0.777, -2.952], [3.287, -3.004, -1.161], [0.869, 0.352, -0.272], [1.161, 0.265, 0.541], [-1.252, 1.187, -0.012], [-0.375, 1.121, 0.525], [1.073, -0.071, 1.279], [-0.978, 1.528, 1.062], [1.481, 0.054, 2.445]],
  "e_tot_ev": -23816.7260,
  "homo_ev": -8.14,
  "multiplicity": 1,
  "relative_energy_ev": 3.1396,
  "smiles": "O[C@@H]1c2ccsc2-n2cccc21",
  "orbital_gap_ev": 8.74
}



{
  "formula": "C9H8CuN2O5S",
  "method": "ωB97M-V with the def2-TZVPD basis set",
  "symbols": ["O", "C", "Cu", "O", "C", "C", "O", "C", "O", "C", "O", "S", "C", "N", "C", "C", "C", "N", "H", "H", "H", "H", "H", "H", "H", "H"],
  "xyz": [[0.004, 3.311, 0.020], [0.008, 2.164, 0.041], [0.065, 0.228, -0.058], [0.001, 0.007, -3.207], [0.013, 0.102, -2.066], [-0.004, -2.308, -0.038], [-0.004, -3.438, 0.047], [-2.224, 0.019, 0.052], [-3.364, 0.004, -0.010], [2.187, 0.030, 0.045], [3.325, 0.002, -0.008], [-0.030, -0.553, 2.410], [0.058, 0.729, 3.552], [-1.058, 1.321, 4.039], [-1.101, 1.821, 5.419], [0.172, 2.594, 5.689], [1.378, 1.729, 5.393], [1.244, 1.143, 4.050], [-1.934, 0.955, 3.694], [-1.179, 0.977, 6.119], [-1.989, 2.449, 5.541], [0.195, 2.882, 6.740], [0.199, 3.530, 5.116], [1.457, 0.919, 6.133], [2.302, 2.313, 5.432], [2.064, 0.663, 3.708]],
  "forces_ev_per_angstrom": [[0.017, -3.858, 0.051], [-0.118, 5.257, 0.338], [-0.120, -0.983, 0.331], [0.027, 0.338, 3.833], [-0.045, -0.453, -4.575], [-0.003, -2.470, 0.096], [-0.004, 2.178, -0.174], [-3.329, -0.121, -0.252], [3.203, 0.029, 0.250], [3.356, -0.263, -0.113], [-3.043, 0.079, 0.204], [0.024, -0.013, -0.716], [0.302, 2.260, 1.544], [0.456, -1.578, -0.333], [0.072, 0.550, 0.380], [-0.022, 0.503, 0.232], [0.089, 0.461, 0.303], [-0.800, -1.290, -0.332], [0.039, -0.102, -0.145], [-0.102, 0.095, -0.291], [0.186, -0.143, -0.132], [0.018, -0.013, 0.019], [-0.014, -0.283, 0.005], [0.049, 0.107, -0.306], [-0.170, -0.159, -0.110], [-0.068, -0.129, -0.108]],
  "e_tot_ev": -78137.5262,
  "homo_ev": [-17.29, -17.02],
  "multiplicity": 2,
  "charge": 2,
  "relative_energy_ev": 0.0000,
  "orbital_gap_ev": [9.94, 6.15]
}



{
  "formula": "C9H8N2",
  "method": "ωB97M-V with the def2-TZVPD basis set",
  "symbols": ["C", "C", "C", "C", "N", "C", "C", "N", "C", "C", "C", "H", "H", "H", "H", "H", "H", "H", "H"],
  "xyz": [[2.877, 0.851, 0.233], [2.329, -0.166, 1.064], [0.936, -0.577, 0.935], [0.192, -0.026, 0.029], [-1.158, -0.408, -0.181], [-2.247, 0.314, 0.259], [-3.333, -0.457, -0.028], [-2.943, -1.676, -0.588], [-1.670, -1.577, -0.625], [0.768, 0.961, -0.909], [1.988, 1.313, -0.787], [3.900, 1.004, 0.217], [2.958, -0.382, 1.983], [0.547, -1.376, 1.858], [-1.989, 1.232, 0.595], [-4.481, -0.238, 0.230], [-1.082, -2.294, -0.963], [0.121, 1.418, -1.655], [2.286, 2.084, -1.664]],
  "forces_ev_per_angstrom": [[-3.666, -2.951, -0.113], [0.629, 2.009, 0.511], [3.233, -3.184, 6.214], [-1.584, 2.104, -4.322], [-0.689, -0.080, 0.571], [-0.155, -2.292, -1.464], [-3.240, 0.247, 0.876], [-1.592, 1.400, 0.777], [-0.222, 1.717, 0.596], [-5.958, -2.671, 1.235], [6.053, 3.798, -2.056], [1.703, 0.839, 0.249], [-1.009, -0.496, -1.365], [0.860, 2.415, -3.240], [-0.202, 2.848, 1.293], [3.014, -0.479, -0.782], [2.767, -3.137, -1.531], [0.007, -0.387, 0.111], [0.050, -1.701, 2.438]],
  "e_tot_ev": -12440.4192,
  "homo_ev": -8.91,
  "multiplicity": 1,
  "relative_energy_ev": 2.7673,
  "smiles": "c1ccc(-n2ccnc2)cc1",
  "orbital_gap_ev": 9.64
}



{
  "formula": "C9H8N2O2",
  "method": "ωB97M-V with the def2-TZVPD basis set",
  "symbols": ["O", "C", "O", "C", "N", "C", "C", "C", "C", "C", "C", "C", "N", "H", "H", "H", "H", "H", "H", "H", "H"],
  "xyz": [[0.839, 2.820, 1.522], [1.379, 1.756, 1.546], [1.247, 0.742, 0.766], [0.195, 0.459, -0.161], [-0.118, -0.929, -0.028], [-1.345, -1.408, 0.452], [-1.096, -2.729, 0.720], [0.201, -3.029, 0.491], [0.829, -1.881, 0.001], [0.546, 0.973, -1.620], [-0.296, 1.963, -1.895], [-1.217, 2.194, -0.752], [-0.945, 1.312, 0.131], [2.196, 1.533, 2.258], [-2.120, -0.682, 0.727], [-1.819, -3.439, 1.007], [0.773, -3.877, 0.899], [1.813, -1.694, -0.304], [1.389, 0.578, -2.175], [-0.332, 2.540, -2.890], [-2.120, 2.800, -0.696]],
  "forces_ev_per_angstrom": [[-0.360, 0.224, -0.142], [1.024, 2.119, 1.609], [-0.007, -2.699, -1.532], [-0.607, 2.569, -1.997], [-1.264, 1.678, 0.244], [0.950, 0.650, -0.081], [-2.655, 0.616, 0.422], [4.119, -0.127, -0.258], [-1.225, -1.848, 0.685], [0.347, -0.600, 1.328], [0.179, 1.507, -2.709], [1.066, -2.698, -0.159], [-1.788, 0.176, 1.897], [-0.193, -0.071, -0.038], [0.301, -0.748, -0.506], [-0.751, -0.479, 0.617], [-0.596, 0.164, -0.863], [1.101, 0.204, -0.203], [-0.273, 0.130, -0.157], [0.152, -0.957, 1.778], [0.481, 0.188, 0.065]],
  "e_tot_ev": -16535.1907,
  "homo_ev": -8.32,
  "multiplicity": 1,
  "relative_energy_ev": 3.6149,
  "smiles": "O=CO[C@]1(n2cccc2)C=CC=N1",
  "orbital_gap_ev": 8.19
}



{
  "formula": "C9H9Br2N4O2RhS",
  "method": "ωB97M-V with the def2-TZVPD basis set",
  "symbols": ["Rh", "N", "C", "S", "N", "N", "C", "C", "C", "C", "C", "C", "C", "O", "H", "H", "H", "H", "H", "H", "H", "Br", "C", "Br", "H", "H", "O", "N"],
  "xyz": [[0.679, -0.510, 0.165], [-0.858, 0.057, 4.119], [-0.438, -0.133, 2.894], [1.165, -0.099, 2.400], [-1.518, -0.401, 2.007], [-1.184, -0.598, 0.816], [-2.292, -0.845, -0.019], [-2.268, -1.026, -1.357], [-3.551, -1.263, -2.002], [-3.631, -1.442, -3.327], [-2.437, -1.404, -4.153], [-1.211, -1.190, -3.634], [-1.044, -0.992, -2.226], [0.102, -0.808, -1.774], [-0.212, 0.249, 4.873], [-1.847, 0.007, 4.332], [-3.229, -0.871, 0.524], [-4.434, -1.290, -1.378], [-4.586, -1.618, -3.802], [-2.546, -1.554, -5.219], [-0.318, -1.163, -4.243], [1.008, 2.372, -0.605], [2.862, 1.891, -0.688], [3.060, -0.057, -0.672], [3.375, 2.273, 0.185], [3.289, 2.244, -1.619], [0.398, -3.132, -0.255], [1.053, -2.435, 0.379]],
  "forces_ev_per_angstrom": [[0.163, 0.210, 0.098], [0.021, 0.014, -0.017], [-0.051, -0.084, -0.012], [0.038, 0.066, 0.045], [0.008, 0.004, 0.065], [-0.331, 0.121, -0.005], [0.075, -0.041, 0.019], [-0.102, -0.007, 0.003], [0.033, 0.017, 0.001], [-0.007, 0.005, 0.052], [0.047, 0.009, -0.007], [-0.019, 0.004, -0.043], [0.068, -0.031, 0.020], [-0.030, 0.070, -0.166], [0.000, 0.007, 0.003], [-0.003, -0.005, 0.000], [-0.002, -0.010, -0.006], [-0.007, -0.002, -0.007], [-0.005, -0.003, 0.005], [0.003, -0.002, -0.001], [-0.003, -0.003, -0.004], [-0.030, 0.012, 0.011], [0.042, -0.013, -0.004], [0.064, 0.027, 0.001], [0.000, 0.000, 0.000], [-0.003, -0.006, -0.005], [0.473, 0.340, 0.684], [-0.443, -0.699, -0.730]],
  "e_tot_ev": -173443.7400,
  "homo_ev": [-15.69, -15.71],
  "multiplicity": 1,
  "charge": 2,
  "relative_energy_ev": 0.0000,
  "orbital_gap_ev": [5.86, 5.87]
}



{
  "formula": "C9H9N3",
  "method": "ωB97M-V with the def2-TZVPD basis set",
  "symbols": ["C", "C", "C", "C", "C", "N", "C", "C", "C", "N", "N", "C", "H", "H", "H", "H", "H", "H", "H", "H", "H"],
  "xyz": [[-0.855, -1.743, -1.411], [-0.068, -0.923, -0.762], [1.056, -0.346, -0.287], [2.022, -1.240, 0.378], [3.266, -0.708, 0.420], [3.703, 0.461, 0.093], [2.816, 1.375, -0.283], [1.468, 1.047, -0.535], [0.492, 2.061, -0.616], [-0.778, 1.926, -0.224], [-1.490, 0.895, -0.242], [-2.433, 0.679, 0.873], [-1.944, -1.671, -1.210], [-0.409, -2.416, -2.072], [1.602, -2.287, 0.453], [4.058, -1.462, 0.897], [2.888, 2.476, -0.371], [0.792, 2.988, -0.934], [-3.017, -0.167, 0.462], [-2.088, 0.363, 1.879], [-2.873, 1.642, 0.877]],
  "forces_ev_per_angstrom": [[-0.784, 1.533, 1.642], [-1.712, 1.273, -0.040], [1.801, -0.215, 0.064], [-2.675, 0.950, -1.848], [1.814, -6.064, 2.796], [0.338, 4.636, -0.748], [-0.865, -0.453, -0.035], [-1.698, -2.070, 0.863], [-1.308, -2.438, -0.395], [0.466, 0.888, 0.860], [2.407, -2.291, -0.032], [0.312, -0.973, -1.254], [0.842, -0.440, -0.464], [0.253, -1.123, -1.154], [1.388, 1.242, 0.578], [-1.289, 1.766, -1.253], [1.580, -0.691, 0.038], [0.499, 2.418, -0.156], [-0.437, 0.831, 0.607], [0.573, 0.519, -0.763], [-1.505, 0.701, 0.696]],
  "e_tot_ev": -13943.1398,
  "homo_ev": -7.60,
  "multiplicity": 1,
  "relative_energy_ev": 6.9077,
  "smiles": "C=C=c1ccnc/c1=C/N=N/C",
  "orbital_gap_ev": 7.00
}